A cluster of 2 separate species, C2H4FNO2 in total at a distorted geometry. Source: the Open Molecules 2025 dataset; level of theory: wB97M-V/def2-TZVPD.

Geometry as XYZ:
```
10
Properties=species:S:1:pos:R:3
C 0.25 -0.70 -0.39
C -1.13 -0.14 0.03
N 1.83 0.52 0.04
O 0.37 -1.76 -0.85
O -1.09 1.00 0.82
F -1.74 0.19 -1.26
H -1.74 -0.94 0.48
H 2.56 -0.22 -0.10
H 1.47 0.40 1.00
H -0.78 1.66 0.23
```

The value obtained for the HOMO-LUMO gap is 10.211 eV. The calculation puts the maximum force at 0.087 hartree/bohr. As for the energy above the lowest of the compared OMol25 structures with the same formula, charge and spin: 61.4 kcal per mole. As for the highest occupied orbital energy: -9.89 eV. As for the spin multiplicity: 1.

---

A structure of composition C35H20Cl3F4N10OReS5Sb at a distorted geometry. Source: the Open Molecules 2025 dataset; level of theory: wB97M-V/def2-TZVPD.

Geometry as XYZ:
```
80
Properties=species:S:1:pos:R:3
Re -1.65 1.89 1.86
N -5.30 2.68 4.23
C -4.10 2.38 3.71
S -3.95 2.52 1.96
N -3.17 2.03 4.56
N -1.98 1.74 3.91
C -0.99 1.43 4.65
C 0.26 1.11 3.98
C 1.38 0.69 4.65
C 2.51 0.35 3.93
C 2.48 0.41 2.55
C 1.32 0.84 1.93
N 0.23 1.20 2.63
H -6.05 2.97 3.64
H -5.44 2.61 5.22
H -1.11 1.39 5.73
H 1.36 0.64 5.74
H 3.41 0.03 4.44
H 3.33 0.15 1.94
H 1.25 0.89 0.85
S 2.72 3.67 0.90
Sb 1.34 5.28 1.58
S -0.96 4.18 2.16
S 0.37 4.50 3.75
Cl 0.24 -0.70 -9.48
C 0.48 -0.19 -7.85
C 1.50 0.70 -7.54
C 1.68 1.10 -6.23
C 0.85 0.64 -5.20
C 1.09 1.13 -3.79
C 0.22 2.39 -3.45
N -0.74 2.28 -2.33
C -2.09 2.04 -2.43
C -2.56 1.94 -1.16
N -1.50 2.13 -0.28
C -0.41 2.31 -1.02
O 2.45 1.49 -3.72
C 3.03 1.38 -2.42
C 4.51 1.53 -2.54
C 5.44 0.64 -2.11
Cl 5.16 -0.87 -1.34
S 7.04 1.15 -2.42
C 6.49 2.59 -3.15
C 5.14 2.67 -3.15
C -0.16 -0.24 -5.55
Cl -1.27 -0.87 -4.35
C -0.36 -0.66 -6.86
H 2.15 1.06 -8.33
H 2.49 1.77 -5.98
H 0.85 0.35 -3.08
H -0.36 2.69 -4.32
H 0.90 3.20 -3.21
H -2.60 1.97 -3.38
H -3.57 1.78 -0.82
H 0.58 2.58 -0.65
H 2.77 0.41 -1.98
H 2.64 2.18 -1.78
H 7.20 3.31 -3.55
H 4.58 3.51 -3.57
H -1.16 -1.36 -7.10
F -2.58 -2.18 3.59
C -2.29 -3.41 3.19
C -2.56 -4.43 4.02
F -3.09 -4.16 5.18
C -2.28 -5.79 3.67
C -1.69 -5.98 2.37
C -1.42 -4.94 1.55
F -0.89 -5.20 0.38
C -1.71 -3.59 1.90
C -1.45 -2.52 1.05
C -1.77 -1.17 1.35
N -1.94 -0.04 1.51
C -0.84 -2.66 -0.26
N -0.32 -2.64 -1.29
F -1.40 -7.18 1.96
C -2.56 -6.85 4.52
C -2.29 -8.23 4.19
N -2.11 -9.35 4.01
C -3.16 -6.67 5.82
N -3.63 -6.60 6.87
```

The value obtained for the HOMO-LUMO gap (spin up / spin down) is 4.221 / 4.648 eV. Its charge is +1. The calculation puts the maximum force at 0.021 hartree/bohr. As for the energy above the lowest of the compared OMol25 structures with the same formula, charge and spin: 14.4 kcal per mole. As for the highest occupied orbital energy (spin up / spin down): -10.16 / -10.32 eV. As for the spin multiplicity: 3.

---

A structure of composition C13H31KO6 at a distorted geometry. Source: the Open Molecules 2025 dataset; level of theory: wB97M-V/def2-TZVPD.

Geometry as XYZ:
```
51
Properties=species:S:1:pos:R:3
K -0.49 0.46 0.65
O -4.82 0.86 -0.70
C -3.64 0.78 -0.18
O -3.36 0.59 1.02
O -2.77 0.95 -1.03
H -4.33 1.01 -1.51
C -2.08 -2.52 -0.62
C -2.42 -2.73 0.87
O -1.23 -2.45 1.58
C -1.36 -2.48 3.02
C 0.04 -2.37 3.62
H -1.15 -3.04 -0.86
H -2.88 -2.95 -1.22
H -1.93 -1.45 -0.81
H -3.28 -2.12 1.14
H -2.64 -3.80 0.95
H -2.17 -1.84 3.40
H -1.74 -3.48 3.21
H 0.05 -2.39 4.71
H 0.55 -1.44 3.38
H 0.67 -3.15 3.19
C 3.15 2.94 -0.71
C 1.91 3.77 -0.40
O 0.75 3.02 -0.10
C -0.40 3.82 0.26
C -1.14 4.38 -0.96
H 3.33 2.10 -0.04
H 3.13 2.55 -1.73
H 4.03 3.58 -0.77
H 2.09 4.36 0.50
H 1.75 4.50 -1.19
H -1.12 3.25 0.86
H -0.05 4.61 0.92
H -1.62 3.53 -1.46
H -0.45 4.88 -1.65
H -1.82 5.21 -0.78
C 0.83 0.09 -2.56
C 1.24 -1.32 -1.99
O 1.26 -1.28 -0.58
C 1.82 -2.40 0.09
C 3.35 -2.46 0.08
H -0.23 0.25 -2.37
H 1.37 0.91 -2.08
H 0.93 0.10 -3.64
H 0.57 -2.10 -2.36
H 2.26 -1.58 -2.29
H 1.33 -2.36 1.07
H 1.42 -3.36 -0.23
H 3.70 -3.28 0.70
H 3.75 -1.52 0.48
H 3.82 -2.65 -0.89
```

The value obtained for the HOMO-LUMO gap is 8.065 eV. The calculation puts the maximum force at 0.099 hartree/bohr. As for the energy above the lowest of the compared OMol25 structures with the same formula, charge and spin: 18.2 kcal per mole. As for the highest occupied orbital energy: -8.04 eV. As for the spin multiplicity: 1.

---

A structure of composition C28H24IMnNO3 at a distorted geometry. Source: the Open Molecules 2025 dataset; level of theory: wB97M-V/def2-TZVPD.

Geometry as XYZ:
```
58
Properties=species:S:1:pos:R:3
Mn 16.93 6.62 9.81
C 15.69 5.83 13.90
C 15.25 7.10 14.25
C 15.45 8.20 13.41
C 16.04 8.00 12.18
N 16.50 6.76 11.86
C 16.27 5.70 12.62
C 16.30 8.98 11.12
C 16.03 10.40 11.27
C 16.38 11.31 10.27
C 17.02 10.84 9.12
C 17.33 9.47 8.97
C 16.92 8.58 9.94
H 15.62 4.97 14.55
H 14.67 7.28 15.15
H 15.08 9.19 13.79
H 16.57 4.72 12.19
H 15.56 10.80 12.20
H 16.10 12.36 10.42
H 17.39 11.48 8.33
H 17.82 9.10 8.11
I 25.43 5.36 10.21
C 23.39 5.23 9.94
C 22.62 4.24 10.59
C 21.27 4.17 10.35
C 20.64 5.12 9.55
C 21.39 6.11 8.88
C 22.74 6.14 9.08
C 19.17 5.31 9.46
O 18.31 4.74 10.22
O 18.74 6.27 8.69
H 23.06 3.57 11.29
H 20.65 3.35 10.74
H 20.94 6.82 8.22
H 23.36 6.88 8.54
C 8.64 6.68 8.12
C 10.14 6.52 8.24
C 10.73 6.01 9.40
C 12.13 5.71 9.45
C 12.60 5.12 10.75
C 13.00 5.98 8.36
C 14.43 5.83 8.34
O 15.10 5.69 9.43
C 12.37 6.53 7.19
C 13.16 6.85 5.95
C 11.00 6.78 7.12
H 8.24 6.50 9.11
H 8.18 5.88 7.47
H 8.31 7.70 7.80
H 10.14 5.81 10.28
H 11.84 4.93 11.50
H 13.40 5.75 11.25
H 13.06 4.12 10.52
H 14.91 5.57 7.33
H 14.03 7.53 6.08
H 12.45 7.34 5.25
H 13.49 5.91 5.44
H 10.65 7.11 6.17
```

The value obtained for the HOMO-LUMO gap (spin up / spin down) is 6.048 / 6.647 eV. Its charge is +1. The calculation puts the maximum force at 0.057 hartree/bohr. As for the highest occupied orbital energy (spin up / spin down): -10.61 / -10.61 eV. As for the spin multiplicity: 5.

---

A cluster of 10 separate species, C40H50F30O20 in total at a distorted geometry. Source: the Open Molecules 2025 dataset; level of theory: wB97M-V/def2-TZVPD.

Geometry as XYZ:
```
140
Properties=species:S:1:pos:R:3
C 11.27 1.50 5.22
C 11.72 3.01 5.24
O 13.11 3.03 5.16
C 13.95 2.61 6.10
O 13.62 1.97 7.11
C 15.44 3.02 5.85
F 15.57 3.45 4.61
F 15.80 3.98 6.66
F 16.27 2.00 6.10
H 11.53 1.00 6.16
H 11.70 1.06 4.33
H 10.21 1.36 5.04
H 11.39 3.53 6.14
H 11.24 3.51 4.40
C 3.39 -6.67 -1.40
C 2.40 -7.80 -1.88
O 3.09 -8.65 -2.77
C 2.65 -9.98 -2.92
O 1.78 -10.54 -2.19
C 3.34 -10.70 -4.13
F 3.95 -9.84 -4.98
F 4.36 -11.40 -3.61
F 2.44 -11.48 -4.72
H 3.07 -6.28 -0.43
H 3.41 -5.91 -2.18
H 4.40 -7.03 -1.25
H 1.56 -7.41 -2.45
H 2.00 -8.40 -1.06
C -5.68 -12.32 -1.91
C -4.47 -11.79 -1.18
O -4.60 -10.42 -0.96
C -4.23 -9.46 -1.91
O -3.63 -9.65 -2.96
C -4.67 -8.02 -1.61
F -5.64 -8.04 -0.72
F -3.61 -7.28 -1.06
F -5.11 -7.38 -2.71
H -5.70 -13.40 -1.74
H -5.73 -12.19 -2.99
H -6.66 -11.98 -1.60
H -3.49 -12.08 -1.56
H -4.44 -12.24 -0.19
C -6.76 8.73 3.45
C -5.34 8.36 3.00
O -4.54 7.80 4.02
C -3.39 7.21 3.68
O -3.04 6.89 2.53
C -2.54 6.74 4.91
F -3.13 7.00 6.05
F -2.34 5.39 4.74
F -1.31 7.32 4.84
H -6.57 9.57 4.11
H -7.28 7.95 4.01
H -7.32 8.85 2.52
H -4.89 9.27 2.59
H -5.36 7.71 2.12
C -10.41 -0.62 -1.49
C -11.73 0.00 -1.87
O -12.72 -1.06 -1.83
C -13.90 -0.91 -2.35
O -14.30 0.05 -3.07
C -14.83 -2.05 -1.93
F -15.00 -2.80 -3.04
F -14.35 -2.87 -1.01
F -16.00 -1.57 -1.53
H -10.39 -1.68 -1.74
H -10.31 -0.52 -0.41
H -9.53 -0.17 -1.96
H -11.66 0.54 -2.81
H -11.91 0.79 -1.14
C -1.48 0.57 0.65
C -0.23 0.19 1.44
O 0.77 1.09 1.17
C 2.01 0.85 1.66
O 2.41 -0.16 2.30
C 2.96 2.02 1.34
F 2.48 2.92 0.39
F 3.08 2.72 2.44
F 4.17 1.69 0.87
H -2.32 -0.06 0.92
H -1.23 0.43 -0.40
H -1.81 1.60 0.79
H 0.18 -0.79 1.20
H -0.47 0.22 2.51
C -6.72 0.15 5.91
C -7.21 1.32 6.68
O -8.57 1.64 6.31
C -8.86 2.32 5.05
O -8.00 2.64 4.24
C -10.34 2.62 4.80
F -10.91 1.64 4.07
F -10.96 2.62 6.02
F -10.57 3.77 4.23
H -6.66 0.31 4.83
H -7.27 -0.74 6.23
H -5.69 -0.10 6.15
H -6.49 2.13 6.61
H -7.26 1.09 7.75
C 7.34 9.30 -0.65
C 8.47 10.11 -1.38
O 7.87 10.68 -2.62
C 8.69 10.93 -3.63
O 9.89 10.78 -3.50
C 8.03 11.54 -4.89
F 8.69 12.63 -5.29
F 8.22 10.65 -5.91
F 6.67 11.81 -4.73
H 7.63 8.92 0.33
H 6.98 8.42 -1.19
H 6.51 9.99 -0.58
H 9.36 9.51 -1.58
H 8.77 10.91 -0.70
C 15.17 -2.89 1.93
C 13.74 -3.39 1.82
O 12.99 -2.63 0.90
C 11.74 -3.01 0.54
O 11.08 -3.91 0.98
C 11.15 -2.05 -0.49
F 11.62 -0.80 -0.39
F 11.42 -2.56 -1.68
F 9.81 -2.02 -0.36
H 15.75 -3.34 2.74
H 15.03 -1.82 2.12
H 15.78 -3.11 1.05
H 13.26 -3.25 2.78
H 13.86 -4.41 1.45
C -5.65 -0.21 -7.70
C -6.87 -1.21 -7.63
O -7.72 -0.93 -8.68
C -8.72 0.01 -8.58
O -8.89 0.82 -7.69
C -9.51 0.05 -9.96
F -8.87 0.96 -10.69
F -9.56 -1.20 -10.52
F -10.76 0.49 -9.70
H -4.97 -0.29 -6.86
H -6.13 0.77 -7.63
H -5.14 -0.22 -8.66
H -7.38 -1.14 -6.67
H -6.47 -2.22 -7.70
```

As for the SMILES: CCOC(=O)C(F)(F)F.CCOC(=O)C(F)(F)F.CCOC(=O)C(F)(F)F.CCOC(=O)C(F)(F)F.CCOC(=O)C(F)(F)F.CCOC(=O)C(F)(F)F.CCOC(=O)C(F)(F)F.CCOC(=O)C(F)(F)F.CCOC(=O)C(F)(F)F.CCOC(=O)C(F)(F)F. The value obtained for the HOMO-LUMO gap is 11.299 eV. The calculation puts the maximum force at 0.107 hartree/bohr. As for the energy above the lowest of the compared OMol25 structures with the same formula, charge and spin: 148.8 kcal per mole. As for the highest occupied orbital energy: -11.16 eV. As for the spin multiplicity: 1.

---

A cluster of 3 separate species, C5H12N2 in total at a distorted geometry. Source: the Open Molecules 2025 dataset; level of theory: wB97M-V/def2-TZVPD.

Geometry as XYZ:
```
19
Properties=species:S:1:pos:R:3
C 0.28 0.04 1.73
C -1.89 -0.23 -0.05
C -0.45 -0.02 -2.69
C 1.56 0.80 1.93
N -0.49 0.13 -0.14
C 0.42 -0.42 -0.85
N 1.57 -0.86 -1.01
H 2.12 -1.00 -0.17
H 0.32 -1.03 1.94
H -0.57 0.51 2.22
H -2.25 -0.51 0.94
H -2.18 -1.05 -0.72
H -2.54 0.61 -0.32
H -1.07 0.87 -2.70
H -1.00 -0.94 -2.86
H 0.46 0.07 -3.25
H 1.53 1.78 1.45
H 2.43 0.25 1.56
H 1.76 0.98 3.00
```

The value obtained for the HOMO-LUMO gap is 8.451 eV. The calculation puts the maximum force at 0.135 hartree/bohr. As for the energy above the lowest of the compared OMol25 structures with the same formula, charge and spin: 114.5 kcal per mole. As for the highest occupied orbital energy: -7.66 eV. As for the spin multiplicity: 1.